1.
Here is C23H20FN5O10W as an isolated structure from the OMol25 dataset. Energies are from ωB97M-V/def2-TZVPD.

Geometry as XYZ:
```
60
Properties=species:S:1:pos:R:3:mulliken_charge:R:1
W 2.468 2.776 0.172 2.227
C 1.076 -4.088 -3.188 -0.970
C 1.657 -3.921 -1.796 -1.004
N 1.494 -2.519 -1.288 0.138
C 2.515 -1.697 -1.433 -0.372
C 2.488 -0.364 -1.027 -0.301
C 3.727 0.396 -1.308 0.491
O 4.698 0.047 -1.851 -0.380
O 3.604 1.728 -0.783 -0.399
C 1.317 0.110 -0.444 1.699
O 1.193 1.422 -0.042 -1.008
C 0.208 -0.730 -0.294 0.918
C -1.020 -0.300 0.267 -0.890
C -2.059 -1.156 0.376 0.136
F -3.173 -0.718 0.959 -0.303
C -2.010 -2.526 -0.065 -0.740
C -0.793 -2.941 -0.614 -0.491
C 0.299 -2.083 -0.729 0.077
N -3.079 -3.357 0.058 0.221
C -2.942 -4.794 -0.181 -0.809
C -3.839 -5.607 0.746 -0.956
N -5.283 -5.135 0.686 -0.024
C -5.460 -3.957 -0.229 -1.155
C -4.474 -2.865 0.144 -0.443
H 1.219 -5.120 -3.505 0.389
H 1.591 -3.449 -3.905 0.365
H 0.011 -3.862 -3.228 0.351
H 2.727 -4.117 -1.791 0.475
H 1.215 -4.585 -1.056 0.478
H 3.413 -2.093 -1.891 0.543
H -1.144 0.709 0.635 0.607
H -0.709 -3.936 -1.015 0.423
H -1.928 -5.113 0.050 0.588
H -3.133 -5.044 -1.228 0.382
H -3.515 -5.527 1.781 0.383
H -3.812 -6.654 0.453 0.441
H -5.593 -4.876 1.625 0.388
H -5.899 -5.899 0.396 0.390
H -6.479 -3.590 -0.115 0.452
H -5.337 -4.310 -1.250 0.388
H -4.696 -2.488 1.143 0.412
H -4.629 -2.048 -0.561 0.516
O 1.363 4.089 4.428 -0.005
C 1.580 4.803 3.602 0.011
O 3.183 2.703 1.684 -0.504
C 1.876 5.649 2.528 0.854
C 2.400 6.924 2.838 -0.479
C 2.765 7.755 1.806 -0.570
C 2.722 7.351 0.486 -0.413
C 2.227 6.081 0.217 0.699
C 1.712 5.212 1.189 0.281
O 1.095 4.095 0.828 -0.726
N 2.365 5.551 -1.129 0.936
O 2.309 6.211 -2.088 -0.324
O 2.651 4.274 -1.236 -0.627
N 3.294 9.118 2.128 1.032
O 3.308 9.401 3.297 -0.530
O 3.623 9.777 1.178 -0.531
H 2.522 7.272 3.860 0.644
H 3.095 8.013 -0.293 0.621
```

Results
HOMO ... -18.8 eV
Spin multiplicity ... 1
Total charge ... +4
Electronic energy ... -56599.6381 eV
Energy relative to the best compared isomer or geometry (same formula, charge and spin) ... 0.0 kcal per mole
E_LUMO ... -0.48983 hartree

=====

2.
Here is C23H20N8OPdSe as an isolated structure from the OMol25 dataset. Energies are from ωB97M-V/def2-TZVPD.

Geometry as XYZ:
```
54
Properties=species:S:1:pos:R:3:mulliken_charge:R:1
Pd 0.534 -0.116 0.497 -0.201
C -2.924 -1.067 -3.762 -0.525
C -2.378 -2.251 -3.281 -0.970
C -1.802 -2.288 -2.025 0.199
C -1.767 -1.125 -1.239 0.074
C -2.315 0.066 -1.732 -0.422
C -2.898 0.087 -2.983 -0.812
N -1.171 -1.107 0.025 0.006
C -1.335 -2.200 0.884 0.743
C -2.452 -3.039 0.859 -0.654
C -2.558 -4.058 1.791 -0.710
C -1.570 -4.283 2.750 -0.698
C -0.463 -3.461 2.803 -0.541
C -0.373 -2.421 1.886 0.307
N 0.684 -1.505 1.852 1.421
N 1.625 -1.501 2.660 -1.192
C 2.561 -0.479 2.431 0.083
C 3.700 -0.422 3.198 -0.448
C 4.611 0.601 2.942 -0.448
C 4.334 1.517 1.948 -0.791
C 3.153 1.397 1.223 -0.106
N 2.285 0.424 1.456 0.304
H -3.379 -1.044 -4.743 0.443
H -2.398 -3.145 -3.889 0.431
H -1.371 -3.208 -1.651 0.579
H -2.332 0.942 -1.098 0.560
H -3.352 0.997 -3.352 0.466
H -3.242 -2.869 0.143 0.556
H -3.434 -4.692 1.773 0.446
H -1.679 -5.090 3.460 0.438
H 0.316 -3.600 3.539 0.516
H 3.862 -1.162 3.969 0.572
H 5.524 0.671 3.517 0.443
H 5.019 2.319 1.716 0.464
H 2.905 2.091 0.431 0.400
Se 1.360 -1.873 -1.172 0.285
C 3.091 -1.276 -1.035 0.228
N 4.127 -0.771 -0.975 -0.422
C -1.771 4.333 0.711 -0.891
N -0.918 3.570 -0.213 0.089
C -0.565 4.040 -1.437 -0.041
C 0.222 3.338 -2.280 -1.155
C 0.693 2.063 -1.853 0.861
N 0.317 1.600 -0.651 0.662
C -0.482 2.335 0.195 0.201
O -0.791 1.849 1.281 -0.551
N 1.495 1.341 -2.620 -0.289
H -1.955 5.312 0.279 0.320
H -1.265 4.438 1.667 0.334
H -2.712 3.809 0.863 0.331
H -0.949 5.017 -1.694 0.419
H 0.499 3.736 -3.243 0.502
H 1.801 1.696 -3.511 0.270
H 1.879 0.464 -2.309 -0.089
```

Results
HOMO (alpha / beta) ... -13.8 / -13.8 eV
Spin multiplicity ... 1
Total charge ... +2
Electronic energy ... -106954.6825 eV
Energy relative to the best compared isomer or geometry (same formula, charge and spin) ... 4.4 kcal per mole
E_LUMO (alpha / beta) ... -0.32854 / -0.32847 hartree

=====

3.
Here is C23H21BaBrN5O6STe as an isolated structure from the OMol25 dataset. Energies are from ωB97M-V/def2-TZVPD.

Geometry as XYZ:
```
59
Properties=species:S:1:pos:R:3:mulliken_charge:R:1
Ba -0.064 -0.290 0.388 1.698
O -1.131 -3.820 0.417 -0.766
C -1.228 -2.801 1.093 -0.062
O -0.269 -2.196 1.697 -0.858
C -2.641 -2.177 1.304 -0.291
C -2.701 -1.014 2.309 0.403
C -4.149 -0.842 2.790 -0.929
C -4.802 -0.150 1.574 -0.842
C -3.627 -0.108 0.593 0.795
O -2.515 0.159 1.475 -0.527
C -3.355 -1.532 0.060 0.565
C -2.633 -1.439 -1.305 -0.084
O -3.321 -1.540 -2.318 -0.793
O -1.387 -1.178 -1.251 -0.710
H -3.232 -3.023 1.658 0.431
H -1.939 -1.044 3.082 0.630
H -4.606 -1.803 3.027 0.352
H -4.191 -0.213 3.678 0.334
H -5.654 -0.694 1.168 0.377
H -5.123 0.862 1.824 0.337
H -3.679 0.650 -0.181 -0.769
H -4.298 -2.033 -0.152 0.473
N -1.997 4.271 -2.499 -0.050
C -3.337 3.965 -2.466 -0.902
C -3.416 2.768 -1.820 -0.198
N -2.171 2.335 -1.450 0.011
C -1.339 3.251 -1.870 0.173
C 0.106 3.213 -1.718 -0.087
N 0.754 2.454 -0.875 0.146
C 2.085 2.720 -1.069 -0.316
C 2.240 3.662 -2.039 -0.859
N 0.964 3.983 -2.448 -0.040
H -1.597 5.124 -2.843 0.202
H -4.083 4.609 -2.895 0.411
H -4.299 2.188 -1.611 0.429
H 2.844 2.234 -0.476 0.462
H 3.110 4.128 -2.464 0.421
H 0.733 4.581 -3.220 0.213
O 3.813 -5.514 -1.914 -0.554
C 3.486 -4.288 -1.438 1.007
C 2.903 -4.100 -0.190 -0.723
C 2.602 -2.812 0.202 -0.489
N 2.841 -1.740 -0.565 -0.196
C 3.390 -1.954 -1.738 -0.180
Br 3.697 -0.413 -2.814 -0.185
C 3.749 -3.189 -2.244 -0.332
H 3.481 -6.186 -1.309 0.299
H 2.668 -4.934 0.458 0.274
H 2.117 -2.629 1.153 0.510
H 4.186 -3.305 -3.224 0.460
Te 0.806 1.806 2.894 -0.257
C 2.896 1.580 2.741 -0.261
C 3.627 0.742 1.937 0.044
C 5.036 0.876 2.090 -0.722
C 5.377 1.818 3.012 -0.375
S 3.969 2.537 3.685 -0.186
H 3.179 0.043 1.242 0.372
H 5.759 0.289 1.539 0.348
H 6.367 2.116 3.318 0.367
```

Results
HOMO ... -3.4 eV
Spin multiplicity ... 1
Total charge ... -1
Electronic energy ... -132797.0453 eV
Energy relative to the best compared isomer or geometry (same formula, charge and spin) ... 39.9 kcal per mole
E_LUMO ... 0.07021 hartree

=====

4.
Here is C23H21Cl3CoN3O2S5 as an isolated structure from the OMol25 dataset. Energies are from ωB97M-V/def2-TZVPD.

Geometry as XYZ:
```
58
Properties=species:S:1:pos:R:3:mulliken_spin:R:1
Co -0.215 -0.157 -0.166 2.551
S -2.181 0.984 0.173 0.109
C -2.182 1.187 1.901 -0.006
C -3.087 2.109 2.460 -0.007
C -3.145 2.353 3.813 -0.002
C -2.306 1.676 4.696 0.006
C -1.421 0.750 4.181 -0.009
C -1.342 0.517 2.810 0.032
S -0.222 -0.739 2.248 0.063
C 1.408 0.078 2.421 -0.003
C 2.353 -0.374 1.345 0.012
C 3.666 -0.721 1.601 0.005
C 4.493 -1.022 0.527 -0.003
C 3.989 -0.956 -0.757 -0.002
C 2.652 -0.615 -0.940 -0.006
C 2.068 -0.563 -2.333 0.007
S 0.386 0.108 -2.517 0.051
C 0.683 1.832 -2.829 0.029
C 0.648 2.203 -4.174 -0.001
C 0.869 3.509 -4.562 -0.002
C 1.131 4.455 -3.571 0.003
C 1.152 4.096 -2.244 -0.004
C 0.913 2.773 -1.807 -0.028
S 0.902 2.434 -0.116 0.116
N 1.872 -0.352 0.098 0.010
H -3.744 2.638 1.784 -0.001
H -3.854 3.077 4.192 0.000
H -2.353 1.859 5.760 0.001
H -0.779 0.184 4.843 -0.003
H 1.831 -0.101 3.408 0.002
H 1.223 1.147 2.288 -0.004
H 4.032 -0.747 2.617 0.001
H 5.523 -1.308 0.695 -0.001
H 4.607 -1.184 -1.614 0.002
H 2.013 -1.580 -2.729 0.001
H 2.719 0.023 -2.984 0.000
H 0.440 1.441 -4.913 -0.002
H 0.831 3.788 -5.605 0.000
H 1.313 5.487 -3.844 0.000
H 1.344 4.839 -1.483 -0.002
Cl 1.438 -3.816 1.418 0.000
C 1.357 -4.235 -0.296 0.002
Cl 3.004 -4.348 -0.947 0.001
Cl 0.588 -5.845 -0.453 0.000
C 0.518 -3.187 -1.154 0.010
O 0.521 -3.415 -2.354 0.007
O -0.056 -2.319 -0.482 0.063
C -2.754 -4.935 -1.974 0.000
N -3.386 -3.873 -1.227 0.000
C -3.176 -3.596 0.076 0.000
N -2.387 -4.471 0.756 0.000
S -3.899 -2.288 0.807 0.000
H -3.230 -4.997 -2.951 0.000
H -2.892 -5.894 -1.469 0.000
H -1.687 -4.758 -2.134 0.000
H -3.908 -3.166 -1.718 0.000
H -1.692 -4.990 0.243 0.000
H -2.078 -4.120 1.649 0.000
```

Results
Expectation value of S² ... 3.76
HOMO (alpha / beta) ... -3.9 / -3.9 eV
Spin multiplicity ... 4
Total charge ... -1
Electronic energy ... -162133.2059 eV
Energy relative to the best compared isomer or geometry (same formula, charge and spin) ... 0.0 kcal per mole
E_LUMO (alpha / beta) ... 0.08677 / 0.08667 hartree

=====

> Which of these has the highest electronic energy?

C23H20FN5O10W

=====

Repeat the fourth record exactly.
Here is C23H21Cl3CoN3O2S5 as an isolated structure from the OMol25 dataset. Energies are from ωB97M-V/def2-TZVPD.

Geometry as XYZ:
```
58
Properties=species:S:1:pos:R:3:mulliken_spin:R:1
Co -0.215 -0.157 -0.166 2.551
S -2.181 0.984 0.173 0.109
C -2.182 1.187 1.901 -0.006
C -3.087 2.109 2.460 -0.007
C -3.145 2.353 3.813 -0.002
C -2.306 1.676 4.696 0.006
C -1.421 0.750 4.181 -0.009
C -1.342 0.517 2.810 0.032
S -0.222 -0.739 2.248 0.063
C 1.408 0.078 2.421 -0.003
C 2.353 -0.374 1.345 0.012
C 3.666 -0.721 1.601 0.005
C 4.493 -1.022 0.527 -0.003
C 3.989 -0.956 -0.757 -0.002
C 2.652 -0.615 -0.940 -0.006
C 2.068 -0.563 -2.333 0.007
S 0.386 0.108 -2.517 0.051
C 0.683 1.832 -2.829 0.029
C 0.648 2.203 -4.174 -0.001
C 0.869 3.509 -4.562 -0.002
C 1.131 4.455 -3.571 0.003
C 1.152 4.096 -2.244 -0.004
C 0.913 2.773 -1.807 -0.028
S 0.902 2.434 -0.116 0.116
N 1.872 -0.352 0.098 0.010
H -3.744 2.638 1.784 -0.001
H -3.854 3.077 4.192 0.000
H -2.353 1.859 5.760 0.001
H -0.779 0.184 4.843 -0.003
H 1.831 -0.101 3.408 0.002
H 1.223 1.147 2.288 -0.004
H 4.032 -0.747 2.617 0.001
H 5.523 -1.308 0.695 -0.001
H 4.607 -1.184 -1.614 0.002
H 2.013 -1.580 -2.729 0.001
H 2.719 0.023 -2.984 0.000
H 0.440 1.441 -4.913 -0.002
H 0.831 3.788 -5.605 0.000
H 1.313 5.487 -3.844 0.000
H 1.344 4.839 -1.483 -0.002
Cl 1.438 -3.816 1.418 0.000
C 1.357 -4.235 -0.296 0.002
Cl 3.004 -4.348 -0.947 0.001
Cl 0.588 -5.845 -0.453 0.000
C 0.518 -3.187 -1.154 0.010
O 0.521 -3.415 -2.354 0.007
O -0.056 -2.319 -0.482 0.063
C -2.754 -4.935 -1.974 0.000
N -3.386 -3.873 -1.227 0.000
C -3.176 -3.596 0.076 0.000
N -2.387 -4.471 0.756 0.000
S -3.899 -2.288 0.807 0.000
H -3.230 -4.997 -2.951 0.000
H -2.892 -5.894 -1.469 0.000
H -1.687 -4.758 -2.134 0.000
H -3.908 -3.166 -1.718 0.000
H -1.692 -4.990 0.243 0.000
H -2.078 -4.120 1.649 0.000
```

Results
Expectation value of S² ... 3.76
HOMO (alpha / beta) ... -3.9 / -3.9 eV
Spin multiplicity ... 4
Total charge ... -1
Electronic energy ... -162133.2059 eV
Energy relative to the best compared isomer or geometry (same formula, charge and spin) ... 0.0 kcal per mole
E_LUMO (alpha / beta) ... 0.08677 / 0.08667 hartree

=====

> What is the formula in the first record?

C23H20FN5O10W

=====

> Among the records above, which one has the highest spin multiplicity?

C23H21Cl3CoN3O2S5